A structure of composition C40H56GeN8O2S2V, computed with the ωB97M-V functional and the def2-TZVPD basis.

```
110
Properties=species:S:1:pos:R:3:forces:R:3:lowdin_charge:R:1
V 0.19518 -0.61731 -2.06466 -1.453 -2.559 -0.130 0.5704
C 4.86428 -4.19353 -1.70575 -0.185 -0.087 -0.057 -0.0924
C 3.53490 -4.89150 -1.43495 0.017 0.291 0.010 -0.2439
N 2.39743 -4.34520 -2.16796 0.283 -0.032 0.102 -0.0212
C 1.98955 -3.04969 -2.25635 -0.138 0.325 -0.272 -0.7823
S 0.46584 -2.78059 -3.05901 -0.035 -0.463 -0.140 0.6667
N 2.71441 -2.05259 -1.82794 0.595 -0.532 0.320 0.0108
N 2.10291 -0.84977 -2.06041 1.468 0.305 0.044 -0.1848
C 2.85497 0.21266 -2.26042 0.286 -0.436 0.033 -0.2468
C 4.34682 0.19254 -2.16809 -0.085 0.075 0.010 -0.0107
C 2.08065 1.33238 -2.70858 -0.198 0.056 -0.330 -0.2054
C 2.52098 2.65348 -2.84177 0.113 -0.030 -0.030 -0.0212
C 1.65791 3.61562 -3.31490 -0.014 -0.118 0.029 -0.0601
C 0.35724 3.24057 -3.67535 0.015 -0.082 -0.038 -0.0653
C -0.02438 1.92971 -3.51437 -0.020 0.342 -0.135 -0.1097
N 0.79959 0.98160 -3.03795 0.356 1.185 -0.400 -0.0310
H 5.65103 -4.64522 -1.09950 -0.016 -0.044 -0.022 0.0721
H 4.77228 -3.14333 -1.45276 0.110 0.088 0.012 0.0390
H 5.13758 -4.27772 -2.75800 0.009 0.014 -0.005 0.0776
H 3.32825 -4.85800 -0.35845 0.033 -0.053 -0.029 0.0774
H 3.60942 -5.93864 -1.73040 -0.057 -0.022 0.071 0.1123
H 1.71953 -5.00084 -2.50987 -0.022 -0.019 -0.044 0.0937
H 4.70116 -0.81477 -2.37517 0.014 0.008 0.014 0.0633
H 4.68160 0.46607 -1.16393 0.012 -0.005 0.007 0.0903
H 4.79688 0.88267 -2.88101 -0.011 0.039 0.018 0.0775
H 3.53336 2.90286 -2.55290 0.001 0.009 0.001 0.1061
H 1.96909 4.64812 -3.39784 0.048 -0.005 -0.009 0.1107
H -0.34140 3.96940 -4.06037 -0.027 -0.031 0.004 0.1011
H -1.03019 1.60710 -3.75364 -0.001 0.002 0.054 0.1261
O -3.09238 0.78959 -0.96428 0.250 -0.166 0.064 0.0170
C -1.95932 0.85829 -0.48361 -0.474 0.207 0.137 -0.6230
O -0.89264 0.57070 -1.14848 -1.157 1.509 1.036 -0.2711
C -1.79273 1.30080 0.96935 0.322 0.030 -0.304 -0.1619
C -0.39725 1.85346 1.30608 -0.156 0.086 -0.077 -0.2672
Ge -0.44115 3.76491 1.78946 0.085 -0.404 0.017 1.0377
C 1.43197 4.37458 1.73570 -0.323 -0.006 0.069 -0.2589
C 2.16003 4.12810 0.57211 -0.068 -0.022 -0.015 -0.1060
C 3.51102 4.43026 0.50206 0.040 0.013 -0.033 -0.0893
C 4.15751 4.98046 1.60087 -0.020 -0.019 0.017 -0.0949
C 3.44126 5.24155 2.75968 0.070 0.035 0.036 -0.0917
C 2.08665 4.94406 2.82402 -0.092 0.000 -0.014 -0.1137
C -1.14743 3.63786 3.62299 0.088 0.106 -0.290 -0.2638
C -0.33137 2.99334 4.55472 0.019 0.069 -0.034 -0.1258
C -0.82993 2.58897 5.78239 0.007 -0.006 0.037 -0.0882
C -2.16149 2.82514 6.09893 0.035 -0.011 0.003 -0.0954
C -2.97958 3.47806 5.19025 -0.062 -0.018 0.062 -0.0899
C -2.47746 3.87423 3.95709 0.017 0.079 -0.045 -0.1046
C -1.61723 4.65607 0.49155 0.228 -0.110 0.262 -0.2546
C -2.47293 5.70881 0.80498 0.048 0.015 0.037 -0.1132
C -3.33650 6.22634 -0.15037 -0.044 0.056 -0.009 -0.0898
C -3.35294 5.69738 -1.43277 -0.006 -0.046 -0.013 -0.0873
C -2.49918 4.65350 -1.75933 0.016 0.063 -0.036 -0.0760
C -1.63434 4.14240 -0.80459 -0.011 -0.053 0.046 -0.1030
H -2.00969 0.40935 1.56339 -0.006 0.010 0.011 0.1132
H -2.59074 2.01949 1.16553 -0.072 -0.089 0.013 0.1040
H 0.28440 1.66962 0.47582 0.027 0.035 -0.025 0.0493
H 0.01961 1.31881 2.15886 0.093 0.066 0.068 0.0586
H 1.66484 3.68891 -0.28913 0.055 -0.006 -0.003 0.0820
H 4.06544 4.23171 -0.40750 -0.004 -0.005 -0.001 0.0908
H 5.21710 5.19799 1.55656 -0.005 0.028 -0.011 0.0994
H 3.94157 5.67407 3.61739 -0.009 0.005 -0.001 0.1004
H 1.53088 5.15248 3.73170 0.050 0.002 0.026 0.0950
H 0.70237 2.78478 4.29735 0.004 -0.041 0.074 0.0981
H -0.18684 2.07540 6.48639 0.000 0.007 0.001 0.1005
H -2.56114 2.48279 7.04502 -0.002 0.056 0.019 0.0993
H -4.01684 3.66409 5.43978 -0.009 -0.005 -0.037 0.1008
H -3.13779 4.35055 3.24136 -0.020 -0.009 0.024 0.0887
H -2.46716 6.12991 1.80432 -0.030 0.020 -0.010 0.0954
H -4.00773 7.03626 0.10715 0.021 0.012 0.009 0.1006
H -4.03769 6.08866 -2.17436 -0.004 0.015 0.008 0.1007
H -2.51786 4.22652 -2.75433 -0.008 -0.004 -0.001 0.0976
H -0.98156 3.31607 -1.06888 -0.032 0.002 -0.022 0.0856
C -4.04274 -4.56752 -0.86917 0.054 0.103 -0.061 -0.0520
C -3.87637 -3.40410 -1.84609 -0.216 -0.113 -0.055 -0.6297
C -4.93413 -2.34234 -1.55448 0.093 -0.028 0.044 -0.0428
C -4.03261 -3.92385 -3.28081 0.070 0.069 0.106 -0.0441
N -2.52870 -2.85509 -1.59828 0.062 -0.046 0.030 -0.0802
N -2.21848 -1.65040 -2.28412 0.105 0.313 -0.240 -0.0240
H -5.03610 -5.00523 -0.97093 0.018 -0.061 0.002 0.0844
H -3.91816 -4.21749 0.15641 0.003 -0.004 0.020 0.0844
H -3.30394 -5.34844 -1.06977 -0.007 -0.026 0.015 0.0683
H -5.92062 -2.80733 -1.54028 -0.016 0.012 -0.012 0.0841
H -4.94375 -1.55941 -2.31280 0.013 0.028 0.017 0.0811
H -4.75311 -1.87459 -0.58583 0.006 0.017 0.003 0.0904
H -5.03083 -4.33790 -3.42821 -0.005 0.000 -0.046 0.0846
H -3.29886 -4.70758 -3.48339 -0.010 -0.017 -0.030 0.0828
H -3.89242 -3.12475 -4.01125 -0.027 -0.006 -0.024 0.0725
H -1.84194 -3.53509 -1.91900 0.098 0.056 -0.039 0.0462
H -2.76625 -0.88299 -1.89420 0.020 0.025 0.083 0.0429
H -2.42907 -1.71073 -3.28014 -0.115 -0.097 0.019 0.0822
C -0.62048 -5.84499 2.01335 -0.035 -0.004 -0.155 -0.0735
C -0.39006 -5.34288 0.58614 0.070 0.022 0.188 -0.2349
N -0.39474 -3.89829 0.47445 0.173 -0.057 0.066 0.0032
C 0.61417 -3.07300 0.79149 -0.108 -0.333 0.043 -0.7645
S 0.40634 -1.41864 0.55901 -0.061 0.404 0.028 0.7956
N 1.73411 -3.59880 1.31653 -0.031 -0.102 -0.120 0.0149
C 2.93245 -2.83662 1.63212 0.004 0.202 0.242 -0.2725
C 3.04819 -2.52534 3.12009 -0.069 -0.062 -0.140 -0.0785
H -0.79054 -6.92194 2.00626 0.032 -0.015 0.033 0.0747
H -1.49761 -5.35854 2.43854 -0.008 -0.015 0.025 0.0796
H 0.22965 -5.63975 2.66427 -0.025 0.027 0.045 0.0627
H -1.18910 -5.71269 -0.05539 0.056 0.014 -0.054 0.1022
H 0.55381 -5.73470 0.19074 -0.049 -0.040 -0.082 0.1086
H -1.20355 -3.43398 0.07453 -0.062 0.061 -0.044 0.0814
H 1.75511 -4.58470 1.52026 -0.049 0.008 -0.028 0.1146
H 2.87691 -1.90966 1.06750 0.048 -0.061 -0.133 0.0684
H 3.80163 -3.40060 1.28684 -0.029 0.013 -0.033 0.1053
H 2.15510 -2.00128 3.46129 -0.002 0.001 0.000 0.0718
H 3.90967 -1.88125 3.29746 0.037 -0.043 0.040 0.0744
H 3.16636 -3.43999 3.70396 0.004 0.033 0.064 0.0696
```
Forces are in eV/Å.

⟨S²⟩: 3.780
E, Ha: -5963.725490
Molecular weight, g/mol: 868.6
E_HOMO (alpha / beta), eV: -6.05 / -7.76
Spin multiplicity: 4
Gap between HOMO and LUMO (alpha / beta), eV: 6.5 / 7.6
ΔE to the lowest compared entry with this formula, charge and spin, kJ/mol: 163.2

A cluster of 12 separate species, C40H56O36 in total, computed with the ωB97M-V functional and the def2-TZVPD basis.

```
132
Properties=species:S:1:pos:R:3:forces:R:3:lowdin_charge:R:1
C 1.18949 3.58725 3.18617 -0.255 -0.006 0.435 -0.1203
C 1.17050 4.02117 4.65792 0.651 -0.854 -2.169 -0.0733
O -0.00658 3.37496 5.10336 0.367 -0.184 1.653 0.0900
C -0.81457 3.06005 4.09642 -1.079 0.997 1.022 -0.5768
O -1.95540 2.71372 4.26042 1.029 -0.192 -0.794 0.1401
O -0.20578 3.39357 2.96296 -0.467 -0.454 -2.102 0.0443
H 1.71015 2.63890 3.05327 -0.055 0.051 0.033 0.0909
H 1.56857 4.36589 2.52427 -0.123 -0.128 -0.038 0.1269
H 1.06077 5.10363 4.59205 0.164 -0.002 1.167 0.1435
H 2.07327 3.54931 5.04584 -0.181 0.781 0.988 0.1340
C 3.69480 -1.36255 4.84935 -2.028 -0.799 0.571 -0.1032
C 2.34697 -0.80417 4.41671 -1.811 -1.293 -1.098 -0.1442
O 2.47634 0.59245 4.31542 2.283 1.645 0.461 0.0343
C 3.73701 0.86915 4.74720 2.837 3.873 -0.892 -0.4683
O 4.38468 1.95471 4.55899 -3.448 -4.165 0.807 0.0598
O 4.29935 -0.20351 5.33219 1.081 1.412 -0.230 0.0832
H 4.20365 -1.87299 4.03166 0.427 0.315 0.150 0.1385
H 3.50842 -2.03717 5.68497 0.444 -0.150 -0.160 0.1467
H 1.51879 -0.98224 5.10263 0.296 -0.372 -0.024 0.1120
H 2.07403 -1.11142 3.40716 -0.166 -0.417 0.286 0.1096
C -2.08362 -3.33978 3.46792 -0.969 -1.117 -0.795 -0.1032
C -1.72523 -4.09173 2.22698 -0.325 -0.026 -1.354 -0.1297
O -0.35507 -3.76165 2.07115 0.367 -0.342 -1.503 0.0729
C 0.16463 -3.48496 3.24560 1.987 -1.030 0.672 -0.5705
O 1.35505 -3.52293 3.48109 -1.636 0.739 -0.019 0.1411
O -0.81786 -3.31039 4.13535 -0.691 1.004 1.142 0.0803
H -2.85063 -3.92885 3.97070 0.413 0.262 0.784 0.1429
H -2.55666 -2.42380 3.11395 0.751 0.791 0.923 0.1254
H -2.21528 -3.69069 1.33978 -0.281 -0.215 0.086 0.1166
H -1.89660 -5.16757 2.26321 0.400 -0.022 0.048 0.1451
C -3.23232 -0.11836 -5.35939 -0.363 -0.904 0.322 -0.0776
C -3.66301 1.09198 -4.56105 0.392 1.206 -1.253 -0.0817
O -4.18848 0.59501 -3.32592 0.125 1.187 -0.328 0.1000
C -3.98364 -0.70714 -3.26815 -1.110 -0.366 1.467 -0.5729
O -4.24602 -1.36754 -2.27135 0.729 0.521 -1.489 0.1010
O -3.54253 -1.14146 -4.42647 0.835 -2.595 0.515 0.0686
H -2.16528 -0.15524 -5.57885 -0.103 0.035 -0.101 0.1332
H -3.83228 -0.42008 -6.21795 0.185 0.744 -0.271 0.1432
H -4.37099 1.64708 -5.17646 -0.425 0.173 0.774 0.1432
H -2.78870 1.72131 -4.39484 -0.219 0.116 0.462 0.1181
C -2.02247 0.32529 6.52941 -0.077 -1.272 -0.814 -0.1326
C -0.87269 -0.56949 6.08462 0.483 0.305 -1.049 -0.1084
O 0.14250 -0.51992 7.14711 -2.401 0.205 -0.545 0.0538
C -0.61515 -0.17144 8.24291 2.054 0.219 3.750 -0.4878
O -0.21697 -0.32288 9.40902 -1.580 0.523 -4.011 0.1193
O -1.77103 0.45159 7.89201 0.521 -0.216 1.618 0.0744
H -2.89107 -0.31222 6.36439 -0.543 0.479 0.234 0.1305
H -2.16006 1.27078 6.00482 0.361 0.035 0.345 0.1093
H -0.53008 -0.20785 5.11512 0.711 -0.102 0.168 0.1045
H -1.23519 -1.58660 5.93567 0.393 -0.102 0.335 0.1174
C -1.20018 4.34691 -0.24689 1.415 1.456 1.352 -0.0888
C -0.86104 5.45351 -1.33837 -0.780 -0.648 1.244 -0.0715
O -0.59350 4.63022 -2.45048 -0.579 -1.183 -0.848 0.0625
C -0.82427 3.31568 -2.18447 1.527 -2.203 -1.039 -0.4839
O -0.55941 2.39459 -2.96187 -0.975 2.411 1.655 0.1009
O -1.16320 3.09446 -0.88173 0.009 0.431 -2.216 0.0447
H -2.06941 4.36616 0.41051 -0.147 0.676 -0.601 0.1240
H -0.32084 4.37609 0.39653 -0.146 -0.162 0.521 0.1068
H 0.04980 6.02248 -1.15199 0.129 -0.245 0.453 0.1200
H -1.62032 6.22147 -1.48615 -0.379 -0.486 -0.470 0.1371
C 3.01053 1.56742 -0.64568 -1.864 -1.521 0.493 -0.0419
C 2.86240 2.24228 0.67465 2.232 -2.656 0.036 -0.0742
O 2.68160 3.56622 0.26878 -1.583 4.098 0.385 0.1493
C 2.96132 3.77080 -0.99157 0.096 -5.366 3.281 -0.4104
O 2.75056 4.83462 -1.57572 0.024 1.508 -1.143 0.4840
O 3.37449 2.64546 -1.50562 1.069 1.399 -2.653 0.1918
H 2.03950 1.19229 -0.96892 -0.124 0.197 -0.360 0.1202
H 3.63084 0.67167 -0.61495 0.816 0.574 -0.677 0.1690
H 3.82772 2.15854 1.17390 -0.053 0.517 0.478 0.1643
H 2.12736 1.70703 1.27575 -0.637 1.005 -0.007 0.1367
C -3.37518 -4.66785 -2.25379 -0.150 1.254 -1.300 -0.1037
C -2.18098 -3.82625 -2.71496 -0.600 0.432 0.469 -0.0986
O -1.18642 -4.20206 -1.77113 1.554 0.312 -0.102 0.0476
C -1.57362 -5.23186 -1.03699 3.259 -4.186 3.148 -0.5171
O -0.83008 -5.92478 -0.24327 -3.455 3.778 -3.542 0.0686
O -2.83461 -5.54291 -1.30631 -0.214 -0.754 0.801 0.0891
H -3.66634 -5.19097 -3.16465 -0.771 -0.362 0.595 0.1394
H -4.14561 -4.02948 -1.82131 -0.209 -0.380 -0.071 0.1298
H -2.30594 -2.75008 -2.59513 -0.221 -0.203 -0.284 0.0905
H -1.97512 -4.08553 -3.75347 0.818 0.094 0.208 0.1385
C -3.71191 2.19493 1.68645 -0.755 0.563 -1.035 0.0149
C -4.15152 1.45732 0.42337 2.626 -0.581 -0.139 -0.3222
C -5.39728 0.67580 0.40855 -0.364 -0.270 1.556 -0.1319
O -6.25760 1.44811 -0.35440 -1.564 1.404 -1.327 0.0856
C -5.57943 2.43619 -1.02945 -1.558 0.158 -2.362 -0.5092
O -6.03635 3.18445 -1.89199 1.070 -1.939 2.699 0.1266
O -4.29550 2.32515 -0.71139 0.961 0.833 0.457 0.0818
H -2.97584 2.93978 1.38400 0.258 -0.279 0.227 0.0542
H -3.29927 1.55204 2.46397 -0.179 0.055 -0.147 0.0833
H -4.55895 2.78606 2.03457 -0.064 -0.108 0.467 0.1048
H -3.40531 0.70226 0.17609 0.632 0.565 -0.215 0.1184
H -5.73234 0.64979 1.44545 -0.580 -0.487 -0.085 0.1454
H -5.22081 -0.31982 0.00148 -0.501 0.037 -0.169 0.1295
C 5.79560 -4.83329 -1.16579 -0.480 -0.244 -0.470 -0.0037
C 5.04222 -3.99362 -2.22272 0.872 0.584 0.737 -0.2892
C 3.98627 -3.11942 -1.62652 -1.455 -2.365 1.448 -0.1556
O 4.11191 -1.85452 -2.18372 -1.008 1.272 -0.023 0.0600
C 5.28687 -1.75643 -2.81699 1.629 -0.895 -0.601 -0.5428
O 5.73507 -0.79668 -3.37762 -0.782 -0.598 0.744 0.1565
O 5.91805 -2.96246 -2.71235 0.787 0.621 -0.820 0.0794
H 5.20091 -5.57580 -0.63370 -0.611 -0.139 -0.562 0.0890
H 6.10292 -4.21670 -0.32112 0.518 0.397 -0.459 0.0893
H 6.60847 -5.39325 -1.62818 0.179 0.316 0.160 0.0897
H 4.60539 -4.49965 -3.08366 0.543 -0.508 0.040 0.1593
H 4.05528 -3.16199 -0.53955 0.199 0.810 0.160 0.1345
H 3.05249 -3.64147 -1.83533 -0.554 0.823 -0.242 0.1386
C 0.43344 -1.06313 -1.73508 -0.868 -0.235 -1.383 0.0143
C -0.57026 -0.32845 -0.83354 0.080 -1.738 0.591 -0.2842
C -1.63282 -1.25884 -0.13264 1.357 0.209 -0.791 -0.0334
O -1.67964 -0.71058 1.22837 0.464 0.608 -0.647 0.0490
C -0.49233 -0.08884 1.45341 1.265 0.627 1.274 -0.4291
O -0.04989 0.27904 2.54660 -1.356 -1.008 -3.272 0.1264
O 0.20789 0.04723 0.24877 0.573 0.834 4.297 0.0211
H 1.46342 -0.71574 -1.81604 -0.241 0.906 0.327 0.0622
H 0.04983 -1.04484 -2.75518 0.028 -0.253 -0.146 0.0777
H 0.60644 -2.10299 -1.45783 -0.631 -0.092 0.290 0.0876
H -1.04747 0.61124 -1.11168 -0.090 -0.356 -1.199 0.1340
H -1.30332 -2.28617 0.02269 0.327 0.068 -0.420 0.1089
H -2.50962 -1.26319 -0.78016 -0.757 0.330 1.038 0.1071
C 1.83135 0.71737 -4.68280 0.126 -0.932 0.452 -0.0221
C 1.75159 1.40388 -6.01512 -1.255 -1.140 -1.041 -0.3098
C 2.84035 2.32564 -6.47184 -0.216 1.822 0.372 -0.1156
O 3.23097 1.92053 -7.76327 0.334 -0.943 -0.085 0.0819
C 2.54646 0.78564 -8.10950 -0.882 1.417 1.986 -0.5577
O 2.57319 0.23090 -9.12789 0.640 -0.944 -1.916 0.2104
O 1.68417 0.45827 -7.10992 0.504 -0.559 0.472 0.0722
H 0.99257 0.03704 -4.53552 -0.495 0.457 -0.118 0.0672
H 1.84400 1.43190 -3.85977 -0.086 0.096 -0.066 0.0659
H 2.64372 0.00411 -4.54341 0.686 0.441 -0.371 0.0910
H 0.77090 1.86684 -6.12466 0.054 0.497 0.563 0.1502
H 3.65155 2.44986 -5.75447 0.390 -0.463 -0.309 0.1360
H 2.38638 3.30917 -6.59301 0.220 0.249 0.074 0.1336
```
Forces are in eV/Å.

Net charge: +1
⟨S²⟩: 0.756
E, Ha: -4266.042982
Molecular weight, g/mol: 1112.9
E_HOMO (alpha / beta), eV: -12.17 / -12.17
Spin multiplicity: 2
Gap between HOMO and LUMO (alpha / beta), eV: 8.1 / 1.5
ΔE to the lowest compared entry with this formula, charge and spin, kJ/mol: 0.0